[1]
11
Properties=species:S:1:pos:R:3:forces:R:3 method="wB97M-V/def2-TZVPD" e_lumo_ev=0.4 homo_lumo_gap_ev=9.93 charge=0 relative_energy_ev=1.4561 max_force_ev_per_a=4.02
O 0.025055 -1.204004 1.283469 -0.5119 0.0927 0.8373
O -0.298618 -0.961412 -1.955356 1.0099 -3.8672 -0.4701
O -0.516335 1.036552 -1.237323 0.0601 1.6239 -1.0214
O 0.166722 1.300722 0.959449 2.9513 -1.4949 1.4421
C -0.056128 -0.094082 -1.049367 -1.7529 2.5301 1.0644
B 0.595485 -0.168933 0.489199 -1.2688 -1.9423 -1.2866
H 0.008071 1.592160 0.021602 -2.0901 0.9947 -1.1191
H -0.389712 1.284146 1.730870 -0.8089 0.3742 -0.1020
H -0.803773 -0.776676 -2.751479 -0.1438 1.1402 0.1206
H 1.706308 -0.288614 0.183656 1.4779 0.2401 0.9313
H -0.948661 -1.308629 1.333975 1.0773 0.3087 -0.3965


[2]
65
Properties=species:S:1:pos:R:3:forces:R:3 method="wB97M-V/def2-TZVPD" e_lumo_ev=-3.3 homo_lumo_gap_ev=8.68 charge=+1 max_force_ev_per_a=0.77
I -3.030884 1.940077 -0.514490 -0.0989 -0.0738 -0.0640
S -1.466144 -2.546484 0.515955 0.1711 0.0499 0.0469
P -0.559479 -0.910516 0.866699 -0.4773 -0.5671 -0.1969
O 2.963954 0.827787 0.071588 -0.1130 0.0002 -0.0563
N 1.720023 0.013767 4.026171 0.0851 0.3405 -0.1851
N 0.378616 -0.958870 2.410136 -0.0344 0.0247 -0.2118
N 0.359137 -2.157966 3.144393 0.1240 0.2062 0.4365
N 0.832521 1.258988 2.107096 0.3133 0.0376 0.1424
C 2.209786 -2.831298 1.665643 0.1255 0.1117 -0.0287
C 1.274318 -2.992899 2.823459 -0.1591 -0.1913 -0.1930
C 0.874962 0.698138 6.189130 0.1512 0.0925 -0.0161
C -2.375762 -1.288161 -3.058454 0.0117 -0.0656 -0.0770
C -0.917277 2.926453 1.489690 -0.0517 0.1163 -0.1199
C -2.709538 0.571284 -5.540241 -0.0049 0.0029 0.0276
C 4.542226 2.002669 1.559526 -0.2435 0.2498 0.0749
C 0.991460 0.094618 2.864602 0.0051 -0.3230 0.1351
C -3.464341 -0.345188 -6.501897 0.0187 0.0301 -0.0490
C -2.691197 -0.655380 -7.779706 -0.0387 -0.0327 0.0323
C 2.064077 2.043863 1.956727 -0.0007 -0.0560 -0.1142
C 1.331445 -4.234922 3.656901 0.0691 -0.1294 -0.1039
C -2.443414 2.782915 1.351872 0.0688 0.2309 0.2660
C -1.499513 -1.339344 -4.305417 0.0071 0.0412 0.0558
C -0.292777 2.093321 2.620403 -0.0290 0.0591 -0.1012
C 3.228725 1.224032 1.406510 0.2846 0.1762 -0.0694
C 0.971593 -0.207208 5.237457 0.1001 -0.6298 0.1656
C -1.385838 0.005881 -5.021284 0.0057 0.0004 -0.0242
H 5.087411 1.690647 2.451857 0.0383 -0.0446 -0.1157
H -2.935911 3.750635 1.404057 0.0129 -0.0674 -0.0848
H -0.693049 3.984942 1.641223 0.0457 -0.0766 0.0294
H -1.031925 1.431497 3.078337 0.0200 0.0052 -0.0618
H -2.400340 -2.252565 -2.550196 0.0042 0.0232 0.0177
H -3.730503 -1.279276 -5.999309 -0.0086 0.0059 0.0170
H 1.954189 -4.993821 3.185614 -0.0653 0.0284 0.0389
H -3.361785 0.813315 -4.695679 0.0081 0.0008 0.0065
H 3.331760 0.279907 1.952320 -0.0997 0.0140 -0.0356
H 2.692853 -1.852842 1.641349 -0.0592 -0.0061 0.0438
H 0.263873 0.485033 7.054655 0.2369 0.0216 0.1259
H 0.079889 2.750885 3.413727 -0.0083 -0.1121 0.0621
H 2.983774 -3.594817 1.668395 -0.0671 0.0112 -0.0090
H 3.056209 1.591918 -0.514986 0.0142 -0.1417 0.0918
H -2.439922 0.262667 -8.314788 0.0237 0.0016 0.0046
H 0.332113 -4.637096 3.820049 0.0281 0.0865 0.0538
H 0.554972 -1.201894 5.337753 -0.2393 0.1702 -0.2357
H 1.846942 2.833643 1.231401 0.0112 0.0078 0.1067
H -2.874389 2.166583 2.140178 0.0109 -0.0684 -0.1285
H 0.446725 -0.522252 -0.023364 0.0701 0.2676 0.1186
H 1.770129 -3.989461 4.628137 -0.0337 -0.0339 -0.0406
H -1.883444 -2.099599 -4.989999 0.0067 0.0086 -0.0219
H -1.991228 -0.547998 -2.351292 -0.0143 0.0186 0.0317
H -2.506152 1.521982 -6.042587 -0.0064 -0.0008 -0.0093
H -3.405401 -1.017850 -3.298307 -0.0033 0.0129 0.0013
H -1.761736 -1.187925 -7.572118 0.0071 0.0046 -0.0028
H 1.420735 1.634158 6.133893 -0.2670 0.1134 0.0301
H -0.494998 -1.667598 -4.023523 -0.0027 -0.0270 -0.0076
H -4.409718 0.135340 -6.764806 -0.0121 -0.0154 0.0059
H 5.167287 1.857366 0.679460 0.0655 -0.1111 0.1224
H -0.942471 0.736408 -4.334974 0.0053 -0.0084 0.0104
H -1.376830 0.188557 1.104038 0.1330 0.1939 -0.0253
H -3.281337 -1.280298 -8.450303 0.0032 0.0070 -0.0125
H 2.420961 0.739257 4.107587 -0.2377 0.2183 0.0957
H -0.680213 -0.092270 -5.850108 -0.0069 0.0089 -0.0086
H -0.435658 2.648352 0.549537 -0.0001 0.0044 0.0808
H 4.352502 3.075046 1.673011 0.0369 -0.0493 -0.1476
H 2.344644 2.549873 2.893549 -0.0213 -0.0910 0.0297
H 1.623360 -2.926007 0.743744 0.0811 -0.0821 0.0498


[3]
23
Properties=species:S:1:pos:R:3:forces:R:3 method="wB97M-V/def2-TZVPD" smiles="CCC/C(C)=C/N.O" e_lumo_ev=0.7 homo_lumo_gap_ev=8.23 charge=0 relative_energy_ev=1.9316 max_force_ev_per_a=2.01
O 2.436886 1.817669 -2.107910 0.1314 -0.0662 -0.1006
N -2.393180 1.486792 -0.778294 -0.0897 -0.5460 0.8113
C 1.191577 -0.192279 0.759202 -0.7189 0.7312 -0.7481
C 0.109107 -1.154661 0.275041 0.4685 -1.0593 -0.0150
C -2.329521 -0.847214 1.075761 0.7922 0.4028 0.5452
C -1.223398 -0.496848 0.084449 -1.2443 0.6708 0.7041
C -1.418056 0.521110 -0.758673 0.8699 -0.7418 -1.6531
C 2.620518 -0.707121 0.680838 -0.7380 -0.0424 1.6468
H -3.053963 -1.522138 0.623998 0.0136 -0.2465 0.1121
H 2.797122 -1.249161 -0.242499 0.2386 0.1191 -0.0592
H 2.168951 1.338845 -2.898549 0.0065 0.0118 0.0343
H -0.046723 -1.928266 1.033037 0.1459 -0.0226 0.1087
H -2.622801 2.015527 -1.591763 -0.0578 0.0376 -0.0274
H -2.894686 -0.006698 1.488842 0.0271 0.1710 -0.2785
H 1.116496 0.710707 0.145686 0.0219 -0.1023 -0.1753
H 3.293949 0.118036 0.861623 0.3899 0.2179 -0.5304
H 2.785289 -1.342220 1.555753 0.1381 -0.4980 -0.3032
H 1.632555 2.222458 -1.777590 -0.1452 0.0495 0.0690
H -2.903687 1.590440 0.079570 -0.3732 0.3025 -0.3214
H -1.855791 -1.280208 1.961281 -0.3309 -0.3757 -0.0846
H -0.785509 0.492109 -1.651687 0.2813 0.6808 0.2848
H 0.550847 -1.738744 -0.541254 -0.4743 0.2685 -0.5592
H 0.824012 0.151862 1.723138 0.6473 0.0371 0.5398


[4]
78
Properties=species:S:1:pos:R:3:forces:R:3 method="wB97M-V/def2-TZVPD" e_lumo_ev=2.1 homo_lumo_gap_ev=6.08 charge=-1 max_force_ev_per_a=3.63
P -2.309049 -1.537348 0.225707 -0.4907 0.4938 3.5635
P -0.458406 -0.620519 -0.424942 0.3271 -0.9960 0.3416
O -0.265620 1.524636 1.764372 -0.0976 0.8121 0.6234
O -1.565862 -0.100577 -3.117248 0.3480 0.2600 -0.2125
O -2.322613 -3.221253 0.036786 -0.5280 2.3079 -0.8107
O -3.703922 -0.975562 -0.534893 1.1641 -1.4012 0.3638
O 2.591288 2.863673 -0.563529 0.0407 0.4354 0.0530
O -2.437166 -1.276865 1.734095 -0.1252 -0.3628 -2.3470
O 5.360240 -0.933808 -4.874694 -0.0446 -0.0950 -0.1176
O 0.451675 0.874094 -2.488994 0.6673 1.2912 -0.0108
O -5.391372 -5.301559 -0.256278 0.0739 0.1106 -0.0821
O -3.887134 4.882260 2.550472 -0.1779 0.1332 0.1550
N -5.612412 -4.898621 1.975253 -0.1875 -0.4419 -0.1468
N -3.719971 2.932338 3.721557 0.1916 0.1453 -0.2341
N 6.331469 -2.936027 -4.398553 0.2868 0.2473 -0.1062
N 3.988736 2.172853 -2.223596 0.0644 -0.1504 0.5103
N 1.142444 2.674938 3.139542 -0.0995 -0.2729 0.1716
C 5.058245 -3.558766 -4.076516 -0.1017 0.2684 -0.0488
C -5.683705 -5.666387 0.864790 0.0333 0.1493 0.3247
C 3.806841 3.391672 -2.985100 -0.2286 -0.0295 0.2191
C 3.334944 2.036357 -1.047322 0.0692 -0.3109 -0.3621
C -0.306013 1.979658 -2.953166 -1.3204 -1.5885 0.0474
C 0.370693 1.618037 2.791079 0.3035 0.0058 0.1487
C 4.860605 1.137808 -2.743427 -0.2510 0.3957 -0.1663
C -5.154247 -3.523604 1.848695 -0.0823 -0.0449 -0.2981
C -5.976044 -5.403084 3.281045 0.1207 0.2500 -0.1606
C -1.754065 1.300534 -3.027350 -0.5908 -0.0016 0.2421
C 6.343230 -1.635669 -4.778831 0.0598 -0.2744 0.0610
C -3.074826 1.641062 3.876868 -0.1592 0.0938 0.0881
C 1.227914 3.811054 2.235077 -0.2218 -0.1589 -0.2400
C 1.883646 2.705252 4.380713 -0.0906 0.1638 -0.3056
C -3.382363 3.788831 2.728459 0.1148 -0.3065 0.0685
C 7.544762 -3.720130 -4.303624 -0.3400 -0.0225 0.0517
C -4.757290 3.321355 4.655404 0.0710 0.2103 -0.2465
B -0.344141 -0.390198 -2.361922 0.5083 1.3650 -1.3463
H -2.353344 1.463702 -2.093405 0.5417 0.4709 -0.3362
H 3.538303 1.075377 -0.549412 0.0080 -0.0574 -0.0519
H -5.686022 3.506084 4.111140 -0.0410 0.0538 0.1439
H 0.373176 0.813149 3.544004 0.0186 -0.0396 0.0763
H 1.553637 3.559112 4.978569 0.1296 -0.0369 0.1283
H 4.400379 -3.510182 -4.945783 -0.0867 -0.0358 0.1174
H -5.112565 -5.336309 3.947222 -0.1076 -0.0508 0.1228
H -2.413680 1.612676 -3.868144 0.5922 0.0376 0.3238
H 7.664511 -4.078906 -3.278477 0.1477 -0.0843 -0.0599
H -5.147198 -3.032911 2.819406 0.0448 -0.0875 -0.0205
H -3.824077 0.851117 3.800120 0.1825 -0.1325 -0.0135
H -2.321610 1.489306 3.105122 -0.1203 -0.0495 -0.0480
H -2.585891 3.399411 2.074551 0.0147 -0.0955 0.0346
H 7.355070 -1.257519 -5.000180 0.0940 -0.0525 0.0049
H -0.273968 2.848370 -2.259117 -0.0265 -0.4840 -0.2752
H 8.413588 -3.120928 -4.574058 -0.0747 0.0344 -0.0013
H -4.463657 4.243549 5.162281 -0.1509 -0.0071 0.0485
H -2.596400 1.596956 4.860071 0.0301 -0.1426 -0.0265
H 4.123222 4.247029 -2.383159 -0.0520 0.0716 -0.1072
H -5.818026 -2.984173 1.169782 0.0992 0.0980 0.0408
H -3.630246 -0.014873 -0.525862 0.0573 0.0855 -0.1349
H 0.014089 2.316576 -3.973867 -0.0529 -0.2734 0.6320
H 5.208618 -4.598037 -3.790099 0.0913 0.0559 -0.0218
H 2.749294 3.510626 -3.229395 0.0480 0.0915 -0.0455
H -6.793430 -4.801223 3.686430 0.0153 -0.0948 0.1487
H 1.887100 4.572805 2.649571 -0.0183 -0.0845 0.0712
H 2.950095 2.806386 4.162930 0.0308 0.0065 0.1792
H 0.229855 4.230513 2.087170 0.0626 0.0976 -0.0127
H -3.187828 -3.459645 -0.333684 0.1581 -0.2303 -0.2071
H -4.151389 -3.516559 1.430907 0.0093 0.1976 0.2329
H -0.509881 0.684616 0.124126 -0.7761 -0.6251 -0.3219
H 4.489909 0.807193 -3.711246 0.1468 -0.1289 0.0566
H 1.722167 1.789507 4.949094 -0.0350 0.0067 -0.0744
H 0.432187 -1.204014 -2.778314 -0.3831 -0.9442 -0.3002
H 1.604376 3.477777 1.267883 0.0149 0.1157 -0.0131
H 4.392135 3.353547 -3.902417 0.0001 -0.0955 0.0544
H 5.870186 1.544115 -2.859905 0.0675 -0.1516 -0.0633
H 4.895244 0.285278 -2.066117 -0.0962 0.0605 -0.0008
H 4.586159 -3.017505 -3.255056 -0.1190 -0.0955 -0.0601
H -6.041537 -6.689574 1.069058 -0.0304 -0.0467 0.0668
H 7.476920 -4.575186 -4.980654 0.1615 -0.0498 0.0626
H -6.297283 -6.442853 3.218036 0.0221 0.0392 -0.0644
H -4.915567 2.534592 5.390927 0.0747 -0.0277 -0.0768


[5]
55
Properties=species:S:1:pos:R:3:forces:R:3 method="wB97M-V/def2-TZVPD" e_lumo_ev=-4.2 homo_lumo_gap_ev=7.54 charge=+1 relative_energy_ev=0.0000 max_force_ev_per_a=0.40
Br 0.499475 -0.666902 -2.365418 0.0396 -0.1005 -0.0012
Br -3.778386 -5.533569 1.165890 -0.0573 -0.0081 0.0429
S 4.626317 -5.389664 0.972162 -0.0929 -0.1448 -0.0613
O -1.593799 2.344599 -0.578882 -0.0106 -0.0524 0.0349
O 3.962976 -6.245034 -0.201283 -0.1447 0.0870 0.0110
O -0.919651 7.605076 -1.428634 -0.0044 0.0070 0.0197
O 4.692206 -6.228480 2.124767 0.0991 0.1135 -0.0040
O 5.753146 -4.740859 0.401653 0.0644 -0.0373 -0.0106
N -0.163827 -1.683631 -0.988667 -0.0634 -0.0371 0.1359
N -0.384073 -2.896389 0.740502 -0.0052 0.1144 -0.1149
N -1.643879 -2.669143 0.286516 0.1492 0.1639 -0.2704
C -0.168548 -3.689852 1.967697 0.0615 0.0187 0.0315
C -0.428471 4.046568 -1.722191 -0.0468 -0.0159 0.0347
C -3.755499 6.400804 1.400143 0.0077 0.0077 -0.0051
C 3.403081 -4.124261 1.267608 -0.0244 0.0990 0.1043
C -3.197955 4.115859 0.902031 -0.0336 0.0274 0.0275
C -1.865787 -5.502595 1.448980 -0.0353 -0.0308 -0.0073
C -1.434963 -4.397601 2.416225 0.0269 -0.0386 -0.0045
C -3.948817 5.040105 1.608231 0.0016 -0.0172 -0.0034
C 1.301845 3.538673 -3.311592 -0.0086 -0.0002 0.0015
C 0.344215 3.119036 -2.406905 -0.0708 0.0400 0.0363
C -0.244154 5.407603 -1.948982 -0.0253 0.0317 0.0422
C -2.815502 6.839231 0.482117 -0.0410 0.0008 0.0260
C -1.063379 6.422478 -1.220324 0.0311 -0.0250 -0.0324
C 2.009618 -2.270590 0.173633 -0.0306 0.0016 0.0039
C 2.729228 -3.632953 -0.007144 0.0560 0.0516 -0.1041
C -2.060404 5.917597 -0.231247 0.0029 -0.0048 -0.0145
C 0.534238 -2.299996 -0.007331 -0.1451 -0.0153 -0.0818
C -1.444667 3.540832 -0.754154 0.0357 0.0575 -0.0444
C -1.492933 -1.928910 -0.769808 -0.0675 -0.1960 0.3424
C 0.714940 5.830536 -2.861853 0.0355 -0.0117 -0.0354
C -2.249702 4.548670 -0.017775 0.0175 -0.0203 0.0005
C 1.485846 4.899809 -3.539079 -0.0289 0.0100 0.0240
H -4.341536 7.120985 1.955354 -0.0039 -0.0020 -0.0015
H -1.433958 -5.382205 0.458343 0.0399 0.0089 0.0110
H 0.843335 6.891294 -3.028645 -0.0126 0.0051 0.0154
H -4.687473 4.702234 2.322855 -0.0001 0.0040 0.0023
H 3.589757 -7.059019 0.168622 0.0979 -0.0564 0.0236
H 1.908778 2.819137 -3.846920 -0.0035 0.0035 -0.0030
H 3.987082 -3.317124 1.714892 -0.0043 -0.0513 0.0730
H 2.390615 -1.561115 -0.557936 0.0451 0.0509 0.0373
H 0.614182 -4.413277 1.742552 0.0111 0.0239 -0.0066
H 3.506307 -3.494435 -0.758592 -0.0334 -0.0431 -0.0553
H 2.231274 5.233423 -4.248439 0.0036 -0.0035 0.0007
H -3.335753 3.053974 1.051722 0.0155 -0.0046 -0.0112
H -2.235779 -3.677658 2.564303 0.0076 0.0471 -0.0277
H 2.225280 -1.837401 1.153682 -0.0555 -0.0364 0.0264
H -1.604506 -6.485790 1.828457 0.0456 0.0023 -0.0473
H -2.295014 -1.554496 -1.383525 0.0560 0.0390 -0.0379
H 0.136930 2.082622 -2.185440 0.1545 -0.0338 -0.1136
H 2.721875 -4.511346 2.023990 -0.0366 -0.0134 -0.0503
H 2.047897 -4.385957 -0.405484 0.0206 -0.0106 0.0319
H -1.210016 -4.828827 3.392238 -0.0538 0.0214 0.0192
H -2.655700 7.893792 0.304420 0.0167 -0.0042 -0.0168
H 0.193689 -3.005859 2.736663 -0.0025 -0.0226 0.0065


[6]
17
Properties=species:S:1:pos:R:3:forces:R:3 method="wB97M-V/def2-TZVPD" e_lumo_ev=1.0 homo_lumo_gap_ev=10.27 charge=0 relative_energy_ev=3.3725 max_force_ev_per_a=0.42
O -1.497281 1.128866 0.187121 -0.2182 -0.0978 0.1707
O 1.091362 -1.227215 1.416916 0.0156 -0.0676 0.1191
C 0.939498 -1.480759 -0.030657 -0.0800 -0.2964 -0.2273
C -1.171261 2.348191 -0.432647 -0.0007 0.3976 -0.1248
C 1.238648 -0.014681 -0.248965 0.1762 0.0068 0.0348
C 1.386737 0.068190 1.076496 0.1788 0.2355 -0.0340
C -0.405041 -2.074315 -0.371425 -0.0055 0.0025 -0.0048
H -0.463699 -2.256705 -1.450149 0.0255 0.0283 0.1439
H 1.341042 0.641690 -1.099143 0.0096 -0.1009 0.1171
H -1.910655 3.095580 -0.134696 0.0541 -0.0322 -0.0616
H 1.756608 -2.143192 -0.332521 -0.0601 0.0906 0.0223
H 1.664111 0.799996 1.827070 -0.0659 -0.0975 -0.0637
H -0.513939 -3.032642 0.145569 -0.0305 0.1081 -0.0817
H -0.183547 2.715393 -0.127533 -0.0874 -0.0207 -0.0215
H -1.184709 2.270133 -1.527861 0.0077 -0.0287 0.0908
H -1.228568 -1.411538 -0.091849 0.1438 -0.0899 0.0024
H -0.667031 0.691932 0.409916 -0.0629 -0.0377 -0.0817